{"formula": "C20H50BeF6NO23S2", "method": "ωB97M-V/def2-TZVPD", "homo_lumo_gap_ev": 2.97, "homo_ev": -11.401, "total_charge": 1, "elements": ["H", "C", "C", "O", "H", "O", "H", "C", "H", "H", "H", "H", "H", "H", "H", "H", "H", "O", "H", "H", "H", "O", "C", "C", "C", "C", "H", "H", "O", "H", "O", "O", "H", "H", "F", "O", "H", "C", "C", "O", "O", "H", "H", "C", "C", "H", "F", "H", "H", "F", "H", "H", "H", "C", "O", "H", "H", "F", "O", "F", "H", "O", "O", "O", "C", "O", "O", "H", "C", "H", "C", "O", "O", "H", "H", "C", "H", "H", "Be", "N", "H", "H", "H", "H", "C", "H", "C", "C", "O", "H", "H", "H", "S", "H", "H", "H", "F", "O", "H", "C", "S", "O", "O"], "xyz": [[4.1915, -0.3033, 4.4412], [0.5093, 0.1151, 7.4000], [-5.1819, -1.0735, -5.0310], [1.4738, 5.1638, 1.8556], [2.8686, -3.8788, -0.4882], [1.6635, 4.8239, -3.7341], [0.1717, -2.8687, 4.6694], [0.9935, -3.5074, 4.9932], [2.2607, -2.4746, -1.2989], [-4.1519, 0.9498, -2.3370], [-4.3917, 3.0374, -3.5341], [-3.6083, -2.6999, -6.5902], [3.3610, 4.8284, 1.3119], [0.9635, 4.9636, 2.6437], [-4.2048, -3.7087, -3.9430], [0.7052, 1.0850, -4.8887], [-5.0248, -4.0827, -5.3905], [1.0137, 1.5041, 1.7082], [4.8267, 1.7432, -0.3558], [3.1312, 0.6997, -2.0496], [-0.9965, 1.9539, -6.6931], [-5.7587, 0.0267, -5.0444], [2.5216, 4.2116, 1.6330], [1.1296, -5.7691, 5.3904], [3.4031, -0.3424, 3.6896], [2.3656, 2.1126, -5.5410], [2.6639, -2.2017, 6.8949], [0.4224, 1.1726, -7.3742], [3.9124, 0.2380, -1.7363], [0.1069, -0.4548, 8.2375], [-4.2322, 3.2829, -4.4484], [0.2964, -0.3917, 6.1100], [-3.8712, 0.0148, 2.0821], [-5.2696, 1.7453, -1.6968], [-0.9796, -1.4212, -1.6165], [-3.7938, 0.3274, 1.1807], [0.7513, -3.6453, 7.2822], [1.6750, 3.8370, -4.3982], [0.8924, 1.9923, -5.4630], [-2.5470, 3.0613, 2.6855], [-2.4291, 0.4246, 5.4434], [1.7727, 0.8585, 3.9634], [-2.7290, 3.5367, -5.7226], [2.7853, -3.2842, 6.9344], [-0.6176, -0.4476, 2.3158], [3.3526, -1.3760, 3.3471], [-1.1918, 0.3853, 3.1752], [2.2162, 3.4307, 0.9366], [-2.7693, -0.4692, 5.4825], [-2.3014, 0.0185, -2.6096], [-2.7622, 2.0137, -4.5850], [-1.4219, -2.2875, -5.5122], [3.3568, 0.8847, 0.1248], [1.4717, -3.8224, 6.4835], [1.2003, 1.4870, -1.7129], [1.5736, 0.0732, 7.6317], [3.6897, 0.2621, 2.8290], [0.2970, -1.2019, 2.9440], [-5.6725, -2.3153, -4.5631], [-1.4689, -1.3392, 1.8178], [-3.1167, 3.5035, 3.3149], [-3.9386, -1.1988, -5.4055], [-1.0691, 2.4960, -2.0376], [2.1945, 0.1146, 4.3995], [-2.2053, -2.8774, -5.0364], [0.4876, 3.0119, -4.6491], [0.9129, -0.5289, 0.2733], [2.9541, -2.4073, 0.3800], [-4.6862, -3.2331, -4.7976], [3.5249, -3.5676, 6.1856], [4.3075, 0.7858, -0.3991], [4.3407, -2.5300, -1.1263], [2.6833, 3.2139, -4.9279], [3.0205, -3.7244, 7.9034], [2.7936, 1.2044, -5.1167], [-2.9202, 3.0792, -4.7519], [-3.8477, -0.4650, 0.6464], [0.9322, 0.0811, 5.5679], [-2.8864, 2.5871, 0.2356], [-0.9304, 1.1844, 0.1879], [-1.5534, 0.3650, 5.8252], [0.0568, 1.1061, 7.3654], [-2.1912, 3.5205, -4.0722], [-2.0733, -2.7090, -3.9676], [-0.9884, -0.2144, -2.3363], [2.9020, 3.6808, 2.5057], [0.0861, 2.0315, -6.7933], [3.0497, -2.8129, -0.6272], [1.6296, -5.1868, 6.4484], [2.6316, 2.0814, -6.5976], [-1.9088, -3.9167, -5.1780], [1.8622, -3.0784, 4.4936], [0.1904, 0.5406, 0.9821], [4.3514, -1.5755, -1.2278], [0.1902, 2.8649, -7.4880], [5.0508, 0.1339, 0.0599], [-0.4225, -0.3810, -3.4798], [-4.3169, 1.7136, -1.7842], [-1.6696, 3.1391, 3.0601], [-3.5875, -2.5496, -5.5108], [-0.2798, 1.3749, -1.4310], [0.7367, -4.8040, 4.4930], [1.0883, -6.9518, 5.1343]], "mulliken_charge": [0.37, -0.89, 0.65, -0.53, 0.38, -0.53, -0.09, 0.50, 0.05, 0.22, 0.31, 0.22, 0.35, 0.26, 0.33, -0.47, 0.31, -0.41, 0.38, 0.30, 0.24, -0.58, -0.28, 0.54, -0.58, -0.50, 0.26, 0.43, -0.62, 0.27, -0.57, -0.40, 0.26, 0.29, -0.20, -0.48, 0.25, 0.55, 1.47, -0.41, -0.66, 0.13, 0.37, -1.34, 0.31, 0.24, -0.01, -0.02, 0.30, -0.14, -0.04, 0.36, -0.04, 0.54, -0.22, 0.36, 0.09, -0.07, -0.32, -0.23, 0.27, -0.30, -0.48, -0.57, -1.48, -0.23, -0.40, -0.01, -0.43, 0.38, -0.37, -0.56, -0.30, 0.36, 0.34, -0.17, 0.29, 0.60, 1.16, 0.39, 0.33, 0.36, 0.15, 0.19, 0.63, 0.22, -1.64, -0.21, -0.36, 0.33, 0.43, -0.11, 0.27, 0.36, 0.37, 0.36, -0.12, -0.39, 0.28, 0.62, 0.19, -0.42, -0.57]}

=====

{"formula": "C20H50N8O7", "method": "ωB97M-V/def2-TZVPD", "homo_lumo_gap_ev": 8.84, "homo_ev": -8.173, "smiles": "CO[C@H](CN)[C@H](N)OCN.CNC(C)=O.CNC(C)=O.CNC(C)=O.CNC(C)=O.CNC(C)=O", "elements": ["N", "C", "H", "H", "C", "H", "O", "C", "H", "N", "O", "H", "C", "H", "C", "C", "C", "H", "H", "H", "H", "H", "O", "H", "N", "H", "C", "O", "H", "H", "C", "H", "H", "N", "O", "C", "H", "N", "H", "H", "H", "H", "C", "C", "H", "H", "H", "H", "H", "H", "H", "H", "H", "H", "H", "O", "O", "H", "H", "H", "H", "C", "C", "H", "C", "C", "H", "H", "H", "C", "H", "H", "N", "H", "C", "H", "C", "N", "H", "C", "H", "H", "H", "N", "H"], "xyz": [[-2.1263, 6.8794, -7.2551], [2.9560, 0.4126, -0.0926], [-0.0614, -7.6225, 2.9545], [-2.2076, 3.6176, -6.5694], [-2.7285, 4.5527, -6.7499], [-1.3063, 5.4546, -3.2153], [0.2332, 5.1673, -1.2692], [-0.6092, -3.8082, -1.4399], [1.7390, 0.6514, -1.8267], [1.6739, 4.0934, -2.6148], [-0.4927, 5.3669, -6.9791], [3.4382, 0.4252, -2.1623], [-0.4289, 4.9131, -3.5573], [0.0458, 5.4671, -4.3674], [-0.4760, -7.0990, 3.8176], [2.3905, -0.4592, 1.0339], [1.5189, -0.9443, 6.9057], [-0.8307, -7.8413, 4.5344], [2.5041, -1.5215, -2.8220], [-3.6736, 8.1290, -6.5677], [4.0407, 0.3846, 0.0261], [-0.7343, 3.9434, -3.9530], [0.3776, -3.5668, -2.1131], [-1.2162, -0.1780, 1.1060], [-1.0931, -1.0856, 1.5454], [-0.6412, -3.1065, 4.2606], [-1.6855, 5.6183, -7.0037], [2.6438, 1.7854, 0.1472], [-3.7423, -3.0431, -1.3346], [2.9292, -2.0945, 2.1312], [-0.7952, -4.1600, 4.0561], [-1.8931, 1.0624, 6.2400], [0.6564, -2.0422, 5.3321], [3.2025, -1.6396, 1.2674], [1.3488, -4.2441, 5.0759], [-3.4911, 7.3565, -7.3165], [1.4328, 3.7029, -4.6517], [0.5071, -1.2240, 5.9085], [-0.9433, -4.2980, 2.9851], [-0.1667, 1.4091, 6.4569], [-3.7223, 7.7682, -8.3004], [-1.3314, -6.5208, 3.4818], [-0.9410, 0.6475, 6.5552], [-3.1239, -3.9419, -1.3069], [-1.5775, -1.0382, 2.4372], [1.3582, -6.6220, 4.7681], [3.0996, 3.9725, -4.1561], [-0.9888, -3.4384, 0.6463], [1.2457, -0.0633, 7.4782], [4.1822, -1.3987, 1.3474], [0.5661, -4.2048, 0.2587], [-4.1775, 6.5375, -7.1264], [1.1646, 3.1637, -0.0186], [-3.3395, 4.7981, -5.8803], [2.2542, 3.9948, -1.7950], [-1.4244, -0.8946, 4.7978], [1.0641, -0.8452, 0.7330], [-1.6989, -4.4732, 4.5803], [-1.8667, -3.4725, -2.9471], [-2.9520, -4.1925, -0.2649], [2.4865, -0.7592, 6.4377], [0.5059, 4.7456, -2.3824], [-0.6448, -0.5481, 5.6788], [0.9442, 2.0396, 1.3291], [0.4342, -4.8731, 4.5570], [2.6156, 0.0534, -1.5508], [-1.3825, 7.5413, -7.4126], [-1.0025, 0.3603, 7.6054], [0.6239, 1.5049, -0.3232], [-0.4938, -4.1823, 0.0184], [2.2967, 2.4454, -3.7624], [1.6269, -1.7828, 7.5946], [0.5040, -6.2187, 4.4157], [0.5168, -2.2613, 2.1291], [0.3164, -1.2167, 1.8616], [2.3540, 0.2007, 1.9162], [1.2755, 2.1275, 0.2897], [2.4674, -1.3657, -1.8229], [-3.6825, -4.7603, -1.7658], [2.1511, 3.5233, -3.8572], [-0.9332, -5.1640, 0.2087], [0.6121, -0.5883, 2.7179], [1.5709, -1.7175, -1.5134], [-1.8584, -3.7288, -1.9726], [-3.3906, 4.4342, -7.6083]], "mulliken_charge": [-0.17, -0.53, 0.28, 0.29, -1.40, 0.41, -0.68, 0.46, 0.18, -0.10, -0.64, 0.31, -1.29, 0.37, -0.84, 0.08, -1.03, 0.29, 0.33, 0.28, 0.48, 0.32, -0.72, 0.27, -0.50, -0.99, 0.83, -0.49, 0.27, 0.21, 0.48, 0.34, -0.14, -0.67, -0.71, -0.82, 0.28, 0.15, -0.06, 0.38, 0.28, 0.31, -1.60, -0.80, 0.30, 0.25, 0.30, 0.14, 0.43, 0.27, 0.41, 0.31, 0.22, 0.37, 0.22, -0.66, -0.15, 0.53, 0.26, 0.27, 0.30, 0.77, 1.06, 0.28, 0.76, -0.18, 0.23, 0.40, 0.21, -1.09, 0.17, 0.29, -0.18, 0.00, -0.62, 0.64, -0.66, -0.61, 0.31, -0.71, 0.63, 0.50, 0.01, -0.17, 0.46]}

=====

{"formula": "C20H50O10", "method": "ωB97M-V/def2-TZVPD", "de_lowest_kj_mol": 279.1, "homo_lumo_gap_ev": 10.17, "homo_ev": -9.511, "smiles": "COCCOC.COCCOC.COCCOC.COCCOC.COCCOC", "elements": ["H", "H", "H", "C", "H", "H", "H", "O", "C", "H", "O", "C", "H", "H", "H", "C", "H", "H", "C", "O", "H", "C", "C", "C", "H", "C", "C", "H", "H", "H", "H", "H", "H", "H", "H", "H", "H", "H", "H", "H", "C", "O", "H", "H", "H", "H", "H", "C", "H", "C", "H", "O", "C", "H", "H", "H", "H", "H", "C", "H", "O", "H", "C", "H", "H", "C", "H", "H", "O", "H", "H", "O", "C", "H", "O", "O", "H", "H", "C", "C"], "xyz": [[3.0000, -0.0454, -5.9864], [0.9491, 0.3315, 0.6099], [-0.2833, -2.7046, 2.3986], [-4.6702, -0.7897, -2.4584], [-4.4582, 0.2683, -2.6358], [-2.2714, -4.0681, 3.0100], [2.3835, 6.9008, 6.7151], [3.1212, 5.4817, 5.3907], [-1.6333, -3.5862, 3.7718], [0.0211, 1.3235, 1.7237], [-0.9672, 0.7825, -0.0304], [3.1743, 0.8966, -5.4423], [4.1470, -1.1465, -2.0005], [2.5148, 4.7333, 0.9554], [0.4072, 0.4785, -5.5423], [-0.2477, -3.4615, 3.1913], [-3.7126, -1.3144, 4.8642], [-4.2873, -3.1719, -5.5412], [0.7448, -1.9915, -3.5270], [-4.3289, -2.9314, -3.4953], [1.0189, -1.2651, -4.3035], [-1.1283, -0.2892, -0.9147], [0.0516, -0.5140, -1.8434], [0.8799, 1.3575, -5.0962], [-1.2954, -1.2315, -0.3591], [2.4324, 4.0742, 1.8144], [4.4722, 0.7119, -4.6811], [0.8997, 3.3932, 4.0606], [-2.0355, -0.1812, -1.5032], [4.6707, 1.6058, -4.0775], [1.7329, 3.2829, 1.4910], [3.2092, 0.3442, -2.3819], [2.6764, 3.2653, 4.0969], [-5.5588, -2.7940, -1.2728], [-5.7408, -0.9225, -2.6852], [-0.4189, -0.3571, 1.5803], [-1.6409, -4.2028, 4.6784], [-2.8067, -1.5914, -3.1854], [4.9568, 0.4174, -2.0605], [-4.1773, -4.6554, -4.5322], [-3.8640, -3.6194, -4.6349], [2.1385, 1.1144, -4.5066], [-3.9181, -3.0008, -0.6248], [-3.4812, -2.9212, 5.4839], [0.2577, 1.7288, -4.2816], [0.9152, 2.1623, -5.8408], [1.0803, 5.6117, 5.2214], [0.8173, -1.7509, 4.4797], [-4.1383, -2.7202, 3.8416], [1.8320, 3.9729, 4.0758], [0.5952, -1.6040, 5.5386], [0.7436, -3.1282, 4.1366], [-0.0543, 0.5073, 1.0064], [3.2440, 1.7124, -6.1726], [3.2054, 5.5515, 7.4674], [0.0535, -4.4173, 2.7620], [-5.1365, -2.1996, 0.3775], [0.2118, 0.3848, -2.4532], [-3.4152, -2.3163, 4.5600], [-3.9222, -1.1051, -4.4426], [-0.3109, -1.5767, -2.7040], [5.2875, 0.5818, -5.3962], [-4.7920, -2.3448, -0.6459], [4.1735, 6.7551, 6.5460], [1.6882, 4.2197, 6.1716], [-3.8727, -1.5982, -3.4600], [3.3817, 3.6090, 2.1023], [0.9659, -0.7394, -1.2856], [4.4202, -0.4423, -3.8811], [1.6562, -2.1533, -2.9401], [0.2445, -1.0778, 3.8478], [-4.4017, -1.0516, -1.1102], [4.1555, -0.1852, -2.5085], [-2.7702, -3.5866, -4.7080], [-2.1221, -2.2933, 4.0488], [1.9308, 4.7693, 2.9207], [0.4154, -2.8839, -4.0577], [1.8761, -1.4682, 4.3898], [1.8743, 4.8534, 5.2894], [3.2339, 6.2161, 6.5918]], "mulliken_charge": [0.27, 0.25, 0.16, -0.83, 0.40, 0.38, 0.30, -0.28, -0.47, 0.07, -0.48, -0.45, 0.26, 0.26, 0.35, -0.39, 0.25, 0.29, -0.55, -0.31, 0.05, 0.23, -0.34, -0.90, 0.23, -0.45, -0.59, 0.31, -0.23, 0.34, 0.03, 0.19, 0.37, 0.33, 0.43, 0.10, 0.36, 0.02, 0.38, 0.25, -0.66, -0.19, 0.19, 0.31, 0.25, 0.38, 0.34, -0.49, 0.27, -0.43, 0.27, -0.44, -0.30, 0.40, 0.29, 0.37, 0.21, 0.16, -0.78, 0.43, -0.24, 0.37, -0.60, 0.24, 0.36, 0.10, 0.34, 0.25, -0.38, 0.28, 0.18, -0.36, -0.60, 0.20, -0.19, -0.33, 0.29, 0.24, -0.61, -0.72]}

=====

{"formula": "C20H50O13S7", "method": "ωB97M-V/def2-TZVPD", "de_lowest_kj_mol": 0.0, "homo_lumo_gap_ev": 8.97, "homo_ev": -8.657, "elements": ["H", "H", "H", "H", "C", "S", "H", "H", "C", "O", "H", "O", "O", "H", "C", "H", "H", "H", "H", "C", "C", "H", "O", "H", "C", "H", "O", "H", "H", "C", "O", "S", "O", "C", "C", "H", "O", "H", "H", "C", "O", "H", "S", "H", "H", "H", "H", "H", "H", "O", "C", "C", "H", "H", "H", "H", "O", "H", "H", "H", "S", "O", "H", "H", "H", "C", "C", "S", "C", "C", "S", "H", "C", "H", "O", "H", "H", "C", "H", "C", "H", "H", "H", "H", "H", "C", "H", "H", "H", "S"], "xyz": [[8.8175, -15.9162, 8.7101], [11.7828, -19.9016, 10.4114], [9.1672, -24.9907, 8.9967], [9.8497, -18.4003, 10.5496], [5.2332, -18.2939, 8.4256], [10.9437, -23.9172, 11.3701], [9.5950, -22.9059, 13.0130], [13.1094, -22.2851, 5.5645], [7.3386, -14.2535, 5.0093], [14.7910, -21.4544, 10.3094], [9.3855, -24.4991, 7.1773], [6.4342, -16.7350, 6.3856], [9.9175, -24.0733, 4.9150], [9.8417, -21.4747, 6.1429], [10.7014, -19.0407, 7.7227], [6.7999, -13.4334, 5.4571], [11.7512, -24.0673, 13.7589], [12.7303, -24.8566, 12.5538], [16.5278, -18.2995, 10.2951], [6.5769, -20.0011, 14.1562], [10.0618, -21.4241, 5.0817], [6.5655, -22.2137, 6.4163], [11.5433, -19.8026, 8.4727], [8.2844, -19.1064, 6.2481], [12.1474, -23.9789, 12.7496], [9.3122, -22.1819, 11.3297], [6.6578, -20.4536, 11.5365], [6.2844, -21.0198, 14.1912], [6.7340, -19.8477, 6.1387], [6.8926, -17.9428, 12.3939], [9.7505, -13.3208, 5.6826], [10.8672, -22.9623, 4.5377], [10.0783, -25.1111, 11.3950], [10.9744, -20.1007, 9.7057], [16.3619, -19.3754, 10.2686], [6.6008, -17.4875, 11.4328], [8.8825, -22.2595, 8.1318], [9.1185, -21.3440, 4.4832], [4.7914, -17.3768, 8.7621], [6.9104, -23.2326, 6.5913], [10.5625, -16.0868, 12.1658], [15.6785, -19.3423, 7.5218], [6.0048, -19.5301, 12.4982], [9.8735, -15.3048, 3.9679], [5.9547, -19.3807, 14.9014], [16.5027, -19.7392, 11.2949], [7.6390, -19.8582, 14.3569], [17.1631, -19.8586, 9.6504], [8.8827, -19.8416, 10.0508], [11.3537, -15.7971, 10.0859], [10.8939, -15.2295, 8.8874], [10.0279, -22.5326, 12.0807], [12.5515, -23.9302, 5.8600], [10.4859, -16.1347, 5.4590], [14.0445, -19.8032, 7.4030], [10.7213, -21.1541, 9.7177], [9.2588, -15.2764, 10.5556], [5.5108, -18.9487, 9.2597], [11.5065, -14.3773, 8.7241], [12.7713, -23.1274, 12.6912], [7.8344, -23.3399, 8.1786], [9.6823, -18.6171, 8.5379], [8.9980, -16.6994, 4.8404], [7.5246, -23.4886, 5.7288], [11.1975, -15.9578, 8.1371], [12.2157, -22.9079, 5.8301], [9.7796, -19.2363, 9.8693], [8.9021, -14.5146, 5.9325], [7.3761, -19.3159, 6.8713], [9.3914, -15.0957, 9.1489], [14.7323, -20.0751, 9.7609], [8.0222, -25.5981, 7.6766], [10.4124, -15.7559, 11.0439], [10.6396, -20.5843, 4.8418], [10.9426, -18.7091, 6.5777], [15.2344, -21.0526, 7.6159], [9.0003, -14.1214, 8.9193], [9.6251, -15.7984, 4.9280], [11.7413, -22.5635, 6.8060], [8.7468, -24.8292, 7.9986], [10.8095, -21.7358, 12.1504], [6.5030, -17.1819, 13.1110], [6.7271, -15.2069, 4.8472], [7.9543, -18.1023, 12.4628], [7.6103, -13.9272, 4.0136], [14.9638, -20.0655, 7.9262], [6.0709, -23.9533, 6.4965], [7.7290, -19.9947, 7.6030], [4.5824, -18.8223, 7.6801], [6.8501, -17.6834, 7.5195]], "mulliken_charge": [-0.10, 0.39, 0.19, -0.11, -1.18, 0.64, 0.56, 0.34, -1.06, -0.66, 0.11, -0.68, -0.59, -0.38, 0.11, 0.36, 0.33, 0.37, 0.35, -0.97, -0.39, 0.12, 0.08, -0.08, -1.15, -0.02, -0.53, 0.35, 0.62, -0.71, -0.71, 0.33, -0.68, -0.11, -1.04, 0.17, -0.54, 0.35, 0.44, -0.72, -0.54, 0.41, 0.42, 0.48, 0.35, 0.33, 0.29, 0.30, -0.13, -0.40, -0.13, -0.68, 0.46, 0.17, 0.09, -0.06, -0.41, 0.24, 0.34, 0.39, 0.36, 0.12, 0.22, 0.21, 0.08, -0.71, 0.50, 0.73, -0.61, 0.24, 0.67, 0.43, 0.57, 0.65, -0.58, 0.34, 0.40, -0.87, 0.01, -0.66, 0.24, 0.46, 0.26, 0.19, 0.40, -0.81, 0.42, -0.01, 0.36, 0.68]}

=====

Which formula does entry 2 have? C20H50N8O7